Record 1
{"formula": "C16H24N8", "method": "ωB97M-V with the def2-TZVPD basis set", "de_lowest_kj_mol": 80.4, "energy_ev": -28899.300, "homo_lumo_gap_ev": 10.88, "charge": 0, "smiles": "CC#N.CC#N.CC#N.CC#N.CC#N.CC#N.CC#N.CC#N", "symbols": ["C", "C", "N", "H", "H", "H", "C", "C", "N", "H", "H", "H", "C", "C", "N", "H", "H", "H", "C", "C", "N", "H", "H", "H", "C", "C", "N", "H", "H", "H", "C", "C", "N", "H", "H", "H", "C", "C", "N", "H", "H", "H", "C", "C", "N", "H", "H", "H"], "xyz": [[0.284, -1.254, 3.900], [-0.821, -1.773, 4.727], [-1.740, -2.118, 5.324], [0.568, -0.267, 4.258], [-0.148, -1.159, 2.902], [1.183, -1.860, 3.854], [5.549, 0.441, 0.774], [4.408, -0.478, 0.871], [3.541, -1.221, 0.954], [6.435, -0.090, 1.113], [5.442, 1.371, 1.321], [5.632, 0.685, -0.287], [-2.338, 3.025, 3.058], [-3.062, 2.584, 4.254], [-3.707, 2.337, 5.172], [-1.317, 3.311, 3.297], [-2.875, 3.953, 2.820], [-2.377, 2.396, 2.175], [0.470, -0.740, -0.771], [-0.468, -0.310, 0.254], [-1.198, 0.129, 1.020], [0.969, 0.177, -1.083], [-0.109, -1.226, -1.551], [1.179, -1.461, -0.370], [0.399, -0.258, -4.440], [0.415, 0.528, -5.680], [0.473, 1.130, -6.654], [0.487, -1.297, -4.744], [-0.468, -0.008, -3.831], [1.226, 0.068, -3.807], [-3.834, -0.871, 2.847], [-3.215, -2.014, 2.158], [-2.746, -2.884, 1.580], [-3.084, -0.175, 3.204], [-4.454, -1.253, 3.654], [-4.484, -0.362, 2.135], [-3.066, -2.668, -3.270], [-2.062, -3.043, -2.291], [-1.321, -3.376, -1.479], [-4.037, -2.537, -2.796], [-3.115, -3.431, -4.044], [-2.805, -1.711, -3.726], [3.553, 3.167, -3.204], [3.043, 2.515, -1.996], [2.654, 1.993, -1.051], [4.627, 3.315, -3.179], [3.049, 4.131, -3.288], [3.262, 2.591, -4.082]], "forces_ev_per_angstrom": [[-0.68, 0.18, -0.06], [0.41, -0.03, 0.02], [0.20, 0.03, -0.08], [-0.08, 0.06, -0.01], [0.30, 0.09, -0.06], [-0.18, -0.36, 0.18], [-0.23, -0.43, -0.58], [0.30, 0.58, 0.41], [-0.26, -0.19, -0.05], [0.11, 0.10, -0.07], [-0.31, -0.12, 0.20], [0.29, 0.06, 0.08], [-0.54, 1.14, 0.27], [0.00, -0.43, -0.21], [0.21, -0.05, -0.13], [0.08, -0.22, 0.02], [0.30, -0.01, -0.30], [-0.02, -0.48, 0.30], [-0.26, 0.06, 0.29], [0.10, 0.02, -0.04], [-0.23, 0.14, 0.27], [0.23, -0.25, -0.27], [0.16, 0.07, -0.19], [0.07, 0.11, 0.04], [0.24, 0.81, -0.24], [0.01, 0.02, 0.39], [-0.03, 0.08, -0.10], [-0.14, -0.17, 0.53], [-0.33, -0.40, -0.31], [0.28, -0.33, -0.21], [-0.19, -0.57, -0.43], [-0.21, 0.75, 0.30], [0.14, -0.39, -0.15], [0.06, -0.07, 0.14], [0.14, 0.15, 0.19], [0.04, 0.08, 0.00], [0.01, 0.30, -0.21], [-0.10, -0.21, 0.40], [0.15, 0.09, -0.24], [0.00, -0.19, 0.05], [-0.13, 0.04, -0.02], [0.05, -0.08, -0.07], [-0.70, 0.21, 0.02], [0.36, -0.07, -0.14], [-0.01, 0.03, -0.03], [0.05, -0.09, 0.09], [0.18, 0.05, -0.02], [0.15, -0.10, 0.01]], "mulliken_charge": [-0.31, 0.25, -0.43, 0.25, -0.16, 0.34, -0.76, 0.36, -0.39, 0.33, 0.27, 0.20, -0.72, 0.37, -0.42, 0.26, 0.29, 0.22, 0.21, 0.22, -0.33, -0.15, -0.22, 0.29, -0.47, 0.14, -0.37, 0.31, 0.18, 0.21, -0.54, 0.27, -0.43, -0.03, 0.36, 0.35, -0.79, 0.43, -0.39, 0.28, 0.29, 0.24, -0.80, 0.33, -0.38, 0.28, 0.28, 0.26]}

Record 2
{"formula": "C20H47BO10PS4", "method": "ωB97M-V with the def2-TZVPD basis set", "energy_ev": -95282.031, "homo_lumo_gap_ev": 3.98, "charge": -1, "symbols": ["C", "C", "C", "C", "P", "B", "O", "O", "H", "H", "H", "H", "H", "H", "H", "H", "H", "H", "H", "H", "H", "H", "H", "C", "C", "C", "S", "O", "O", "C", "H", "H", "H", "H", "H", "H", "H", "H", "C", "C", "C", "S", "O", "O", "C", "H", "H", "H", "H", "H", "H", "H", "H", "C", "C", "C", "S", "O", "O", "C", "H", "H", "H", "H", "H", "H", "H", "H", "C", "C", "C", "S", "O", "O", "C", "H", "H", "H", "H", "H", "H", "H", "H"], "xyz": [[-5.362, -1.580, -4.909], [-4.181, -2.458, -4.487], [-3.201, -2.822, -5.620], [-1.753, -2.408, -5.385], [-1.358, -0.497, -5.373], [-0.798, -0.462, -3.461], [0.518, -0.566, -3.031], [-1.689, -0.369, -2.388], [-5.101, -0.525, -4.831], [-6.252, -1.766, -4.303], [-5.628, -1.763, -5.954], [-3.613, -1.920, -3.726], [-4.558, -3.368, -4.011], [-3.537, -2.381, -6.567], [-3.245, -3.908, -5.772], [-1.137, -2.768, -6.218], [-1.367, -2.896, -4.474], [0.037, -0.800, -5.809], [-1.827, -0.490, -6.802], [-2.770, -0.146, -4.942], [-1.058, 0.982, -5.489], [0.529, -0.391, -2.079], [-2.526, 0.046, -2.641], [-2.617, 2.034, 2.682], [-1.657, 1.591, 1.572], [-2.336, 0.469, 0.778], [-4.097, 0.775, 0.913], [-4.729, -0.300, 1.644], [-4.656, 1.189, -0.351], [-3.972, 2.196, 2.006], [-2.299, 2.967, 3.148], [-2.678, 1.268, 3.459], [-1.478, 2.411, 0.879], [-0.699, 1.255, 1.964], [-2.051, 0.487, -0.272], [-2.140, -0.519, 1.191], [-4.829, 2.186, 2.676], [-3.995, 3.085, 1.374], [2.954, -3.111, 0.011], [3.181, -3.213, 1.527], [2.410, -2.065, 2.186], [1.021, -1.722, 1.092], [1.175, -0.390, 0.557], [-0.219, -2.093, 1.727], [1.456, -2.904, -0.181], [3.298, -4.000, -0.515], [3.495, -2.253, -0.392], [2.804, -4.170, 1.894], [4.240, -3.156, 1.780], [2.020, -2.320, 3.168], [3.002, -1.155, 2.246], [1.173, -2.490, -1.148], [0.887, -3.812, 0.020], [5.515, -2.820, 7.734], [6.581, -3.111, 6.669], [5.848, -3.371, 5.348], [4.313, -2.428, 5.437], [3.205, -3.348, 5.426], [4.360, -1.333, 4.505], [4.555, -1.817, 7.105], [5.953, -2.427, 8.650], [4.977, -3.737, 7.986], [7.237, -2.245, 6.563], [7.203, -3.962, 6.941], [6.394, -3.031, 4.472], [5.566, -4.415, 5.228], [3.582, -1.755, 7.586], [4.998, -0.825, 7.018], [0.516, 6.422, -2.320], [-0.887, 6.783, -2.827], [-1.872, 5.809, -2.173], [-1.131, 5.334, -0.601], [-0.818, 3.932, -0.657], [-1.897, 5.861, 0.501], [0.388, 6.261, -0.809], [1.250, 7.185, -2.576], [0.842, 5.479, -2.763], [-1.129, 7.808, -2.536], [-0.950, 6.724, -3.912], [-2.847, 6.241, -1.965], [-1.988, 4.890, -2.745], [1.191, 5.694, -0.343], [0.257, 7.218, -0.303]], "forces_ev_per_angstrom": [[-0.03, -0.05, -0.16], [0.14, 0.12, 0.11], [-0.04, -0.05, -0.03], [0.10, -0.05, 0.03], [-0.04, 0.10, -0.12], [0.03, -0.15, 0.12], [-0.02, -0.09, 0.05], [-0.09, 0.57, 0.03], [0.02, 0.02, -0.03], [0.02, 0.05, 0.06], [-0.07, -0.06, 0.03], [-0.06, -0.08, 0.12], [0.01, -0.03, -0.03], [-0.01, 0.13, 0.06], [-0.03, 0.01, -0.12], [0.02, -0.02, 0.01], [-0.01, 0.09, 0.04], [-0.05, 0.01, 0.01], [0.02, 0.02, 0.05], [0.05, -0.01, 0.01], [-0.01, -0.09, 0.06], [0.09, 0.04, 0.04], [0.02, -0.40, -0.24], [-0.01, -0.02, -0.03], [-0.10, -0.08, -0.10], [0.17, -0.03, 0.07], [0.03, 0.08, -0.02], [0.00, -0.03, 0.03], [-0.02, -0.02, -0.03], [0.04, 0.06, 0.03], [0.02, 0.00, 0.00], [-0.01, 0.00, 0.00], [0.09, 0.12, 0.18], [0.03, -0.01, -0.04], [-0.09, -0.13, -0.03], [-0.08, 0.00, 0.02], [-0.02, -0.04, -0.03], [0.00, 0.00, -0.01], [0.00, 0.03, 0.02], [0.00, 0.03, -0.01], [0.03, -0.13, -0.06], [-0.04, -0.02, -0.07], [-0.01, 0.07, -0.01], [-0.01, 0.01, 0.05], [0.02, -0.02, -0.04], [0.01, 0.00, 0.00], [0.00, 0.00, -0.01], [-0.02, 0.00, -0.01], [0.00, -0.01, 0.01], [-0.02, 0.06, -0.01], [-0.06, 0.01, -0.01], [-0.04, 0.01, 0.01], [-0.01, 0.00, 0.01], [-0.01, -0.01, -0.03], [-0.03, 0.00, -0.02], [0.08, -0.01, 0.05], [0.19, 0.06, 0.02], [-0.06, -0.01, -0.02], [-0.02, 0.01, -0.02], [0.00, -0.05, 0.08], [0.01, -0.01, 0.00], [-0.01, 0.00, 0.00], [-0.01, 0.01, 0.00], [0.01, 0.01, 0.00], [-0.02, -0.01, -0.02], [-0.04, 0.01, 0.01], [-0.02, 0.00, -0.04], [0.00, 0.00, -0.01], [-0.01, -0.02, 0.00], [0.00, -0.02, 0.01], [-0.02, 0.06, -0.05], [-0.08, 0.04, -0.15], [0.05, -0.06, 0.08], [0.01, 0.01, 0.06], [0.04, 0.06, -0.05], [0.00, 0.00, -0.01], [0.00, -0.01, 0.00], [0.01, 0.00, 0.02], [0.00, 0.01, 0.00], [-0.01, -0.02, 0.01], [0.02, -0.03, 0.03], [-0.03, -0.03, 0.02], [-0.01, 0.00, 0.00]], "mulliken_charge": [-1.28, 0.19, -0.65, -1.32, -0.22, 0.46, -0.60, -0.62, 0.30, 0.33, 0.34, -0.21, 0.47, 0.38, 0.31, 0.43, 0.35, -0.10, 0.07, -0.26, 0.02, 0.24, 0.26, -0.77, 0.12, 0.02, 1.21, -0.70, -0.69, -0.79, 0.38, 0.34, -0.25, 0.29, 0.00, 0.25, 0.47, 0.29, -0.73, -0.48, -0.75, 1.45, -0.64, -0.76, -0.57, 0.38, 0.30, 0.26, 0.30, 0.37, 0.31, 0.22, 0.33, -0.56, -0.66, -0.68, 1.28, -0.68, -0.66, -0.80, 0.35, 0.29, 0.30, 0.33, 0.38, 0.39, 0.39, 0.35, -0.57, -0.62, -0.75, 1.22, -0.63, -0.77, -0.77, 0.35, 0.30, 0.28, 0.33, 0.38, 0.41, 0.38, 0.35]}

Record 3
{"formula": "C3H5NOS", "method": "ωB97M-V with the def2-TZVPD basis set", "de_lowest_kj_mol": 282.1, "energy_ev": -17562.344, "homo_lumo_gap_ev": 8.82, "charge": 0, "smiles": "C=NOC(C)=S", "symbols": ["C", "N", "O", "C", "C", "S", "H", "H", "H", "H", "H"], "xyz": [[-2.449, -0.704, -0.049], [-1.252, -1.150, 0.173], [-0.317, -0.110, -0.043], [0.995, -0.337, -0.040], [1.675, 1.016, 0.038], [1.789, -1.792, -0.025], [-2.661, 0.282, -0.428], [-3.299, -1.353, 0.101], [1.327, 1.695, -0.740], [1.435, 1.539, 0.996], [2.758, 0.915, 0.017]], "forces_ev_per_angstrom": [[2.03, -0.49, 0.04], [-1.51, 0.23, -0.20], [-1.11, 0.64, -0.20], [1.19, -1.06, 0.56], [0.05, 0.30, 0.70], [-0.93, 1.29, -0.10], [0.21, 0.40, 0.01], [0.29, -0.39, 0.17], [0.02, -0.16, -0.18], [-0.08, -0.63, -0.55], [-0.15, -0.13, -0.24]], "mulliken_charge": [-0.25, -0.43, -0.02, 0.45, -0.98, -0.26, 0.28, 0.31, 0.29, 0.28, 0.34]}

Record 4
{"formula": "C30H22N6PRuSe2", "method": "ωB97M-V with the def2-TZVPD basis set", "energy_ev": -182958.384, "homo_lumo_gap_ev": [6.04, 6.18], "charge": 2, "spin_multiplicity": 2, "symbols": ["Ru", "C", "C", "N", "C", "C", "N", "C", "C", "C", "C", "C", "N", "C", "C", "N", "C", "C", "N", "C", "C", "C", "N", "C", "C", "H", "H", "H", "H", "H", "H", "H", "H", "H", "H", "H", "H", "Se", "P", "Se", "C", "C", "C", "C", "C", "C", "C", "C", "C", "C", "C", "C", "H", "H", "H", "H", "H", "H", "H", "H", "H", "H"], "xyz": [[-0.936, -0.314, -0.917], [-2.906, 3.268, 0.525], [-2.336, 2.342, -0.331], [-2.016, 1.116, 0.085], [-2.297, 0.782, 1.389], [-2.904, 1.746, 2.213], [-3.182, 2.945, 1.785], [-1.922, -0.559, 1.782], [-2.116, -1.166, 3.011], [-1.695, -2.490, 3.229], [-1.094, -3.165, 2.148], [-0.910, -2.522, 0.938], [-1.312, -1.238, 0.777], [-0.309, -3.061, -0.264], [0.204, -4.361, -0.417], [0.720, -4.770, -1.543], [0.755, -3.944, -2.581], [0.248, -2.660, -2.480], [-0.267, -2.205, -1.336], [-1.873, -3.145, 4.531], [-2.467, -2.480, 5.613], [-2.622, -3.142, 6.821], [-2.218, -4.378, 6.963], [-1.654, -5.047, 5.994], [-1.457, -4.467, 4.750], [-3.141, 4.267, 0.201], [-2.128, 2.594, -1.365], [-3.160, 1.525, 3.240], [-2.590, -0.601, 3.796], [-0.761, -4.183, 2.249], [0.183, -5.074, 0.395], [1.184, -4.313, -3.498], [0.244, -1.990, -3.332], [-2.815, -1.463, 5.546], [-3.080, -2.664, 7.674], [-1.352, -6.064, 6.198], [-0.986, -5.062, 3.985], [-0.644, 0.771, -3.052], [1.179, 1.628, -2.038], [1.375, 0.796, 0.017], [0.989, 3.438, -2.031], [0.918, 4.088, -3.261], [0.746, 5.461, -3.285], [0.639, 6.172, -2.098], [0.698, 5.514, -0.879], [0.869, 4.142, -0.839], [2.680, 1.141, -2.936], [3.895, 1.551, -2.393], [5.070, 1.160, -3.008], [5.030, 0.360, -4.142], [3.815, -0.055, -4.665], [2.632, 0.333, -4.063], [0.991, 3.521, -4.180], [0.695, 5.978, -4.230], [0.513, 7.243, -2.122], [0.614, 6.070, 0.042], [0.921, 3.617, 0.108], [3.910, 2.158, -1.497], [6.018, 1.468, -2.597], [5.949, 0.054, -4.615], [3.787, -0.687, -5.539], [1.676, 0.023, -4.471]], "forces_ev_per_angstrom": [[0.39, 0.99, -0.97], [-0.09, -0.49, 0.55], [0.11, 0.07, -0.46], [-0.11, 0.15, 1.38], [-0.37, 1.57, -0.64], [0.49, -1.39, -0.22], [-0.29, 1.28, -0.33], [0.63, -1.39, -0.18], [0.10, -0.07, -0.27], [0.12, 0.22, -0.56], [-0.11, 0.32, -0.02], [-0.55, 0.98, 0.78], [-0.09, -0.61, 1.68], [0.65, -0.51, -1.34], [-0.69, 1.02, 0.70], [0.58, -0.54, -0.93], [-0.23, -0.13, 0.54], [-0.04, 0.27, -0.35], [0.52, -0.99, 0.79], [-0.10, -0.42, 0.76], [0.06, 0.05, -0.27], [0.11, 0.41, -0.80], [-0.30, -0.87, 1.85], [0.16, 0.33, -0.84], [-0.02, 0.22, -0.23], [-0.04, 0.15, -0.11], [0.05, -0.09, 0.14], [0.03, -0.10, 0.08], [-0.05, -0.01, 0.07], [0.00, -0.07, 0.05], [-0.03, 0.00, 0.14], [0.04, 0.00, -0.15], [0.06, 0.00, 0.18], [-0.04, 0.12, -0.05], [-0.05, 0.08, 0.08], [0.05, -0.09, -0.01], [0.05, -0.04, -0.12], [0.78, 0.28, 0.40], [0.49, 0.30, -0.25], [-1.94, -0.68, -1.21], [0.01, -0.68, 0.13], [0.02, -0.05, 0.02], [-0.01, -0.03, -0.08], [0.03, -0.09, 0.05], [-0.04, 0.13, 0.01], [0.06, -0.21, 0.12], [-0.59, 0.16, 0.24], [-0.08, 0.01, -0.05], [0.05, 0.03, 0.09], [-0.11, -0.03, -0.01], [0.12, -0.07, -0.06], [-0.21, 0.08, 0.01], [0.04, 0.06, -0.09], [0.00, 0.04, -0.10], [-0.02, 0.11, -0.02], [0.01, 0.06, 0.08], [0.00, 0.08, -0.03], [0.12, 0.07, 0.01], [0.09, 0.05, 0.03], [0.10, -0.02, -0.04], [0.02, -0.02, -0.11], [0.08, 0.00, -0.04]], "mulliken_charge": [0.74, -0.57, -0.43, 0.14, 0.43, -0.04, -0.54, -0.43, -0.36, 1.70, -0.32, -0.42, -0.74, 0.38, -0.03, -0.54, -0.58, -0.22, 0.01, 1.02, -0.58, -0.48, -0.54, -0.48, -0.59, 0.46, 0.57, 0.48, 0.30, 0.31, 0.49, 0.42, 0.40, 0.29, 0.40, 0.40, 0.29, -0.24, 0.85, -0.14, 0.74, -0.60, -0.64, -0.49, -0.73, -0.27, 0.95, -0.67, -0.65, -0.49, -0.76, -0.22, 0.39, 0.43, 0.44, 0.45, 0.34, 0.40, 0.42, 0.42, 0.43, 0.34]}